No. 1
This record from the Open Molecules 2025 dataset describes 2 unconnected molecules or ions with the total composition C3H9BS3. The level of theory is the ωB97M-V functional and the def2-TZVPD basis.

CARTESIAN COORDINATES (ANGSTROEM)
S  -0.703  -2.374  0.660
S  -1.161  1.724  -0.099
S  1.716  0.830  0.887
C  2.406  -0.837  0.896
C  -0.071  3.059  -0.837
C  -2.200  -2.375  -0.291
B  0.058  0.752  0.623
H  0.956  3.218  -0.547
H  -0.672  3.879  -0.619
H  -1.884  -1.836  -1.229
H  2.965  -1.154  1.800
H  1.417  -1.352  0.838
H  -0.145  2.860  -1.894
H  2.952  -1.085  -0.138
H  -3.042  -1.838  0.362
H  -2.591  -3.471  -0.412

* charge: 0
* E_HOMO (spin up / spin down): -7.41 / -7.41 eV
* E_LUMO (spin up / spin down): -1.10 / -1.10 eV
* orbital gap (spin up / spin down): 6.3 / 6.3 eV
* 2S+1: 1

No. 2
This record from the Open Molecules 2025 dataset describes 2 unconnected molecules or ions with the total composition C3H9BrN. The level of theory is the ωB97M-V functional and the def2-TZVPD basis.

CARTESIAN COORDINATES (ANGSTROEM)
Br  0.871  1.722  -0.186
N  -2.153  0.246  -0.476
C  1.391  0.127  0.892
C  -2.980  0.531  0.470
C  1.690  -1.071  0.093
H  0.686  0.151  1.824
H  0.801  -1.153  -0.589
H  -2.943  1.405  1.221
H  -2.187  -0.551  -1.140
H  -3.898  -0.027  0.651
H  2.392  0.523  1.274
H  2.605  -0.939  -0.545
H  -1.188  0.730  -0.534
H  1.902  -1.856  0.783

* charge: +1
* E_HOMO: -14.22 eV
* E_LUMO: -5.54 eV
* orbital gap: 8.7 eV
* 2S+1: 1

No. 3
This record from the Open Molecules 2025 dataset describes a single C3H9BrN2S molecule. The level of theory is the ωB97M-V functional and the def2-TZVPD basis.

CARTESIAN COORDINATES (ANGSTROEM)
Br  -1.846  0.211  4.076
S  1.290  0.155  1.024
N  -0.775  0.561  2.552
N  0.136  0.093  -0.190
C  0.217  -0.417  2.321
C  -0.223  1.380  -0.831
C  0.471  -1.028  -1.098
H  0.418  -1.865  -0.560
H  0.019  2.165  -0.121
H  0.823  -0.683  3.279
H  0.565  1.731  -1.504
H  -0.441  -0.968  -1.753
H  1.357  -1.052  -1.722
H  -1.237  1.546  -1.304
H  -0.423  -1.413  2.131
H  -1.415  0.750  1.835

* <S²>: 2.009
* charge: 0
* E_HOMO (spin up / spin down): -5.75 / -9.24 eV
* E_LUMO (spin up / spin down): 0.76 / -2.08 eV
* orbital gap (spin up / spin down): 6.5 / 7.2 eV
* 2S+1: 3

We obtain calculated total energy values of -1339.0059, -2748.1634, -3201.1917 Eh for the records listed above, in that order.
We obtain max |F| values of 2.8, 4.6, 5.8 eV Å⁻¹ for the records listed above, in that order.